[1]
83
Properties=species:S:1:pos:R:3:forces:R:3:mulliken_charge:R:1 method="wB97M-V/def2-TZVPD" lumo_ev=1.15 largest_force_ev_per_a=0.538 total_charge=-1 energy_ev=-157120.145 relative_energy_kcal_mol=1.7 orbital_gap_ev=6.118 homo_ha=-0.183
Y -0.557321 2.002894 0.506648 0.1911 0.4549 -0.2155 0.16
S 0.168354 4.421548 -0.383902 0.0097 -0.1316 0.0204 -0.40
C -0.780179 4.992903 0.999607 -0.2259 -0.0944 0.0674 0.18
C -0.231653 5.997486 1.816998 0.0941 -0.0663 -0.0392 -0.62
C -0.907272 6.519647 2.899263 0.0451 0.0167 -0.0071 -0.59
C -2.170910 6.033054 3.216557 -0.0534 -0.0126 0.0272 -0.56
C -2.730753 5.040252 2.441027 -0.0325 -0.1115 -0.0179 -0.48
C -2.075826 4.505108 1.319494 0.2108 0.0456 -0.0323 0.42
S -2.923958 3.257637 0.381700 -0.0498 -0.0887 -0.0357 -0.45
H 0.755262 6.365328 1.561677 -0.0090 0.0072 0.0030 0.45
H -0.449997 7.297635 3.498228 0.0026 -0.0007 -0.0019 0.35
H -2.713079 6.421070 4.070110 0.0039 -0.0031 -0.0049 0.36
H -3.708338 4.645454 2.687552 0.0014 0.0013 -0.0076 0.36
N 6.939805 -5.116326 3.367236 -0.0164 0.0047 0.0003 -0.58
C 6.130964 -4.348242 3.088652 -0.0832 0.0851 0.0029 -0.09
C 5.125762 -3.385336 2.710652 0.0840 -0.0466 -0.1198 0.64
C 4.245710 -2.863875 3.651491 -0.0060 -0.0236 0.1646 -0.78
C 3.288534 -1.940445 3.265243 -0.0141 -0.0013 -0.0053 0.48
C 3.205028 -1.532916 1.941488 0.0361 -0.0094 -0.1485 -0.28
C 4.091057 -2.054240 0.999154 -0.0405 -0.0128 0.0440 0.07
C 5.049027 -2.975845 1.377837 0.0190 -0.0104 0.0142 -0.87
C 2.173964 -0.534888 1.530372 0.0514 0.1005 -0.0278 1.15
C 2.397848 0.771504 1.909997 0.0347 -0.1941 -0.0120 -0.58
C 3.525303 1.234652 2.664516 -0.0137 0.1140 0.0466 -1.10
C 3.342403 2.573293 2.867059 0.0571 -0.0937 0.0787 -1.29
C 2.116293 2.900682 2.230392 -0.0443 -0.0039 -0.1042 0.11
N 1.553464 1.854541 1.652214 -0.0402 0.0547 -0.0180 1.39
C 1.079527 -1.052045 0.792170 -0.0858 -0.0451 0.0438 -1.51
C 0.892356 -2.401309 0.424798 -0.0195 0.0069 0.0149 -0.48
C -0.300779 -2.463655 -0.283899 0.0685 0.0486 -0.0150 -1.56
C -0.790115 -1.151013 -0.320460 -0.1016 -0.1486 0.0957 -0.82
N 0.019668 -0.301263 0.322515 0.0211 0.0892 -0.1050 2.32
H 4.307163 -3.163533 4.689792 0.0077 -0.0031 -0.0147 0.48
H 2.617541 -1.523595 4.005496 -0.0060 -0.0059 0.0196 -0.11
H 4.025541 -1.729629 -0.031701 -0.0033 0.0010 -0.0026 0.49
H 5.743261 -3.379926 0.653082 -0.0050 0.0026 0.0018 0.44
H 4.339834 0.619972 3.013469 -0.0198 0.0343 0.0036 0.53
H 3.974781 3.255141 3.411645 0.0001 -0.0155 -0.0014 0.44
H 1.650003 3.875236 2.176199 -0.0002 0.0136 -0.0260 0.16
H 1.546244 -3.221053 0.676160 0.0033 0.0024 -0.0039 0.66
H -0.780785 -3.343820 -0.682557 0.0110 0.0191 0.0006 0.36
H -1.718863 -0.812527 -0.763843 0.0053 0.0207 -0.0071 0.43
I 0.248937 0.450031 4.880675 -0.0521 0.1526 -0.1628 0.07
I 2.380266 -0.512956 6.742451 0.0339 -0.0342 0.0614 -0.54
Se -1.623115 1.402135 3.177699 -0.0294 -0.2223 0.4561 -0.10
C -2.475766 -0.216423 2.563520 -0.1006 0.1031 -0.1004 0.69
C -3.660082 -0.072543 1.841600 -0.0345 -0.0277 -0.0197 -0.41
C -4.309780 -1.192697 1.338790 0.0426 -0.0070 0.0187 -0.65
C -3.791891 -2.461598 1.561242 0.0213 0.0159 0.0238 -0.56
C -2.615925 -2.600141 2.286270 -0.0576 0.0075 -0.0122 -0.56
C -1.956326 -1.484621 2.782359 0.0726 -0.0547 0.0163 -0.20
H -4.065032 0.916563 1.670200 0.0009 0.0258 -0.0042 0.46
H -5.228939 -1.069661 0.778696 0.0034 0.0101 0.0009 0.40
H -4.303317 -3.335341 1.176259 0.0068 -0.0007 -0.0021 0.40
H -2.198020 -3.584014 2.460996 0.0101 0.0084 0.0014 0.37
H -1.029077 -1.605295 3.326339 -0.0065 -0.0064 0.0117 0.00
C 1.446584 0.260627 -2.342312 -0.0066 -0.0017 -0.0230 -1.56
C 0.166115 0.913817 -2.741128 0.0041 -0.1556 0.0088 0.79
N -0.647212 1.567341 -1.943343 -0.0401 0.2284 0.0909 0.97
C -1.662359 2.085099 -2.726888 0.0436 -0.1056 -0.0906 -0.91
C -1.467457 1.709324 -4.012987 -0.0426 -0.0756 0.0730 -0.67
N -0.306514 0.953590 -4.014779 0.0203 0.1348 -0.0984 0.20
C 0.223906 0.268534 -5.169245 -0.0326 -0.0241 0.0565 -1.08
N -0.735087 -0.664184 -5.703784 -0.0015 0.0866 0.0319 0.73
N -1.233650 -0.492306 -6.950043 0.0103 -0.0972 -0.0254 -0.77
N -2.106372 -1.394595 -7.188085 0.0218 0.0372 0.0762 -0.53
C -2.228121 -2.188353 -6.063260 0.0133 0.0650 -0.0736 0.06
C -3.058387 -3.281655 -5.804545 -0.0491 -0.0465 0.0338 -0.74
C -2.975846 -3.849117 -4.554413 -0.0144 0.0056 -0.0615 -0.74
C -2.089477 -3.351613 -3.574909 0.0425 0.0490 -0.0150 -0.45
C -1.259314 -2.280655 -3.817431 -0.0257 -0.0493 0.0152 0.13
C -1.350340 -1.714732 -5.092592 0.0016 -0.0239 0.0053 0.94
H 1.825288 0.733860 -1.439395 -0.0036 0.0134 0.0187 0.12
H 2.202443 0.374790 -3.119270 0.0117 -0.0075 0.0088 0.59
H 1.315745 -0.801494 -2.119040 -0.0251 -0.0091 -0.0044 0.19
H -2.433996 2.698577 -2.292254 0.0206 0.0134 0.0115 0.44
H -2.032386 1.883299 -4.912474 0.0160 -0.0030 0.0043 0.47
H 1.127295 -0.257838 -4.871181 0.0320 0.0008 0.0094 0.47
H 0.456534 0.966513 -5.970306 -0.0143 0.0050 -0.0414 0.34
H -3.741289 -3.647924 -6.558974 0.0050 -0.0048 0.0075 0.41
H -3.608174 -4.691553 -4.307359 0.0080 0.0009 0.0078 0.39
H -2.067825 -3.821406 -2.600182 -0.0042 0.0039 -0.0115 0.31
H -0.596923 -1.900902 -3.051079 0.0099 -0.0106 0.0199 0.26

=====

[2]
51
Properties=species:S:1:pos:R:3:forces:R:3:mulliken_charge:R:1 method="wB97M-V/def2-TZVPD" lumo_ev="-5.65 / -5.75" multiplicity=2 largest_force_ev_per_a=0.700 total_charge=+2 energy_ev=-57864.978 relative_energy_kcal_mol=75.7 orbital_gap_ev="7.473 / 6.958" homo_ha="-0.482 / -0.467"
Re 0.659791 0.037211 -0.456569 0.1366 0.6605 -0.1857 0.87
C 1.398689 -1.811277 -2.548969 0.0550 0.0010 0.0411 -0.70
C 2.786723 -1.252973 -2.200041 -0.0212 0.0200 -0.0599 -0.83
N 2.735654 -0.418870 -0.951478 0.0517 -0.1943 0.0800 -0.19
C 3.475041 -1.038099 0.201760 0.0189 0.0287 0.0260 -0.69
C 2.696290 -0.838095 1.484377 0.0203 -0.0388 -0.0168 -0.88
N 1.259767 -1.134247 1.242940 -0.1454 -0.0403 -0.0077 -0.35
C 0.948217 -2.580404 1.054559 0.0446 -0.0361 0.0139 -0.68
C 1.042900 -3.001778 -0.405672 0.0124 0.0052 -0.0096 -0.85
N 0.578177 -1.918233 -1.319171 -0.2709 -0.0240 0.0695 -0.41
H 0.876175 -1.132743 -3.221408 -0.0227 -0.0139 0.0021 0.43
H 1.493735 -2.778928 -3.047611 0.0113 -0.0036 0.0118 0.51
H 3.515572 -2.050130 -2.063202 0.0110 0.0024 -0.0068 0.36
H 3.141744 -0.641159 -3.027496 0.0043 0.0015 0.0111 0.45
H 3.205589 0.457218 -1.155399 0.0446 -0.0294 -0.0074 0.50
H 3.616788 -2.096896 -0.000161 -0.0012 -0.0008 -0.0004 0.28
H 4.468421 -0.599737 0.294211 0.0004 -0.0084 -0.0169 0.50
H 3.106129 -1.468294 2.278099 -0.0013 -0.0133 -0.0130 0.46
H 2.755074 0.201623 1.806032 -0.0162 -0.0013 0.0174 0.42
H 0.761515 -0.847877 2.079169 0.0331 0.0404 0.0088 0.35
H 1.616513 -3.197979 1.660234 -0.0324 -0.0062 0.0260 0.46
H -0.066735 -2.732275 1.418048 0.0129 0.0182 0.0016 0.30
H 2.064558 -3.262066 -0.673657 0.0005 0.0077 -0.0018 0.43
H 0.449714 -3.903170 -0.563182 0.0241 -0.0114 -0.0047 0.57
H -0.390216 -2.101811 -1.571797 0.0063 0.0487 0.0056 0.48
O -0.265608 3.742228 -1.197705 -0.2178 -0.0945 0.0724 -0.30
S 1.105672 2.552708 -1.482764 0.2574 -0.0009 -0.1331 1.19
O 2.030739 3.394289 -2.128331 -0.1525 0.1149 0.0177 -0.54
O 0.366110 1.555745 -2.220929 0.1107 -0.0720 0.1135 -0.46
O 1.351575 2.151053 -0.102458 -0.0540 0.0424 -0.0116 -0.52
N -3.137460 1.070612 1.397168 0.0598 0.0057 0.0179 0.02
C -2.828107 2.380583 1.116190 -0.0028 -0.0134 -0.0102 0.45
C -3.480742 3.535065 1.526420 0.0052 0.0122 0.0041 -1.24
C -2.982399 4.729247 1.065123 0.0014 -0.0255 -0.0026 -0.67
C -1.888741 4.739353 0.195464 0.0051 -0.0022 0.0034 -1.16
C -1.279473 3.573605 -0.192595 0.0475 0.0506 -0.0591 1.30
C -1.699658 2.322073 0.281262 -0.0638 0.0140 0.0228 0.32
N -1.326012 0.972036 0.126413 0.3567 -0.4615 -0.0374 -0.29
C -2.237601 0.274262 0.786133 -0.2171 0.0025 -0.0971 0.26
C -2.402945 -1.182451 0.859939 0.1501 -0.0853 0.1827 -0.17
C -3.000034 -1.805661 1.921907 -0.0738 0.0786 0.0382 -0.35
S -3.188131 -3.460029 1.605959 0.1456 -0.1207 0.0455 -0.08
C -2.410528 -3.235464 0.101671 -0.1647 -0.0410 -0.1162 -0.18
N -2.053372 -2.016463 -0.174279 -0.1447 0.1484 0.0251 -0.20
H -3.960325 0.761207 1.887865 -0.0304 -0.0514 -0.0277 0.30
H -4.344173 3.490806 2.175595 -0.0015 0.0099 -0.0008 0.44
H -3.442196 5.664950 1.347526 0.0006 0.0019 0.0011 0.43
H -1.536891 5.685166 -0.201366 -0.0032 0.0040 0.0069 0.36
H 0.007154 4.673095 -1.296278 0.0360 -0.0042 0.0074 0.41
H -3.326859 -1.389598 2.861948 -0.0165 0.0681 -0.0246 0.45
H -2.265822 -4.067428 -0.573498 -0.0101 0.0067 -0.0222 0.46

=====

[3]
18
Properties=species:S:1:pos:R:3:forces:R:3:mulliken_charge:R:1 method="wB97M-V/def2-TZVPD" lumo_ev="-10.62 / -10.62" largest_force_ev_per_a=4.218 total_charge=+2 energy_ev=-10350.753 relative_energy_kcal_mol=134.8 orbital_gap_ev="8.098 / 8.100" homo_ha="-0.688 / -0.688"
C 1.383097 -1.097741 -0.568795 0.5462 -0.2377 0.3670 -0.38
C 1.819114 0.178614 -0.780968 -0.0916 -3.2050 -0.6221 -0.32
C -0.334306 1.021268 -0.704274 -3.3294 -0.0249 0.3040 -0.16
C -0.103564 -1.457941 -0.159814 3.1067 0.9033 -2.2283 -0.42
C -0.687033 0.800334 1.749032 1.8286 -3.4002 1.7000 -0.42
N 0.889668 1.195909 -1.002496 0.9854 2.2395 0.6349 0.00
N -0.850817 -0.227701 -0.174235 0.5770 2.9176 1.8384 0.18
O -2.204000 -0.313603 -0.159860 -1.1329 1.2075 0.1086 -0.41
H 2.071120 -2.019295 -0.673260 -0.9850 1.8635 0.4778 0.39
H 2.821835 0.474867 -1.013584 0.4161 -0.2685 -0.0584 0.46
H -1.124559 1.825895 -0.651916 1.0455 -0.8237 -0.6882 0.47
H -0.474321 -2.104651 -0.941928 -0.4403 -0.5217 0.0282 0.43
H -0.094386 -1.858838 0.814183 -0.2854 -0.8830 0.9870 0.33
H -1.579060 1.385791 1.786783 -0.7984 -0.0306 -0.3456 0.36
H -0.493273 -0.118997 2.506560 -1.1477 1.8838 -2.0857 0.32
H 0.263750 1.286875 1.640701 0.2716 0.4870 -0.4063 0.35
H 1.337277 2.169135 -1.210446 -1.5972 -1.8848 0.2917 0.39
H -2.640540 -1.139922 -0.455684 1.0307 -0.2220 -0.3031 0.41